*1*
The following is a DFT calculation (wB97M-V/def2-TZVPD) of the ion C3H7O2 with charge -1.

Values from the calculation:
Kohn-Sham gap   7.6 eV
SMILES   CO[C@H](C)[O-]

```
! wB97M-V def2-TZVPD RIJCOSX def2/J DEFGRID3
* xyz -1 1
C -1.051 0.031 -0.494
H 1.254 -1.116 2.073
H 0.106 0.216 2.473
H 1.139 0.319 1.068
C 0.170 0.299 -1.452
H -1.668 -0.800 -0.882
O -0.407 -0.894 0.762
H 0.237 1.377 -1.643
C 0.520 -0.397 1.662
H 0.228 -0.313 -2.349
H 1.187 0.225 -1.014
O -1.716 1.056 -0.204
*
```

=====

*2*
The following is a DFT calculation (wB97M-V/def2-TZVPD) of a cluster of 3 separate species, C3H7O2 in total.

Values from the calculation:
Kohn-Sham gap   6.7 eV

```
! wB97M-V def2-TZVPD RIJCOSX def2/J DEFGRID3
* xyz -1 1
H -2.014 -2.795 -2.484
H 1.350 0.594 -1.066
O -0.132 -0.402 -2.077
C 1.016 0.983 1.575
H -0.291 -0.752 1.553
H -1.113 0.856 1.808
H -0.391 1.188 -0.878
H 1.879 0.383 1.197
C -0.174 0.314 1.702
H -1.725 -3.014 -1.835
O 1.302 2.181 1.854
C 0.293 0.465 -1.349
*
```

=====

Which of them is the most stable? Correct choice: *1*.

=====

*1*
The following is a DFT calculation (wB97M-V/def2-TZVPD) of a cluster of 3 separate species, C2H8O3 in total.

Values from the calculation:
Kohn-Sham gap   10.8 eV
SMILES   C=CO.O.O

```
! wB97M-V def2-TZVPD RIJCOSX def2/J DEFGRID3
* xyz 0 1
C 1.030 -1.574 -0.468
H 1.226 -1.967 0.523
O 0.030 2.491 0.935
O -1.948 -0.775 1.809
H 0.258 1.588 0.693
C 0.838 -0.328 -0.835
H -1.110 -1.238 1.673
H 0.521 2.753 1.717
O 0.516 -0.077 -2.158
H -2.515 -1.289 1.220
H -0.426 -0.118 -2.343
H 0.829 0.588 -0.252
H 0.751 -2.382 -1.126
*
```

=====

*2*
The following is a DFT calculation (wB97M-V/def2-TZVPD) of a cluster of 2 separate species, C2H8O3 in total.

Values from the calculation:
Kohn-Sham gap   10.8 eV
SMILES   OCCO.O

```
! wB97M-V def2-TZVPD RIJCOSX def2/J DEFGRID3
* xyz 0 1
H -1.431 -0.425 1.324
H 0.295 -0.466 -0.480
O -0.385 0.220 -0.317
C -0.777 1.683 1.559
H 1.979 -3.621 -2.764
H -0.631 1.666 2.656
O 0.262 2.509 1.016
H -1.776 2.115 1.358
H 1.121 -3.122 -3.964
C -0.580 0.231 1.058
H 0.268 2.335 0.051
O 1.324 -2.932 -3.020
H 0.330 -0.193 1.523
*
```

=====

Which of them is the most stable? Correct choice: *2*.

=====

*1*
The following is a DFT calculation (wB97M-V/def2-TZVPD) of a cluster of 2 separate species, C5H11O2 in total.

Values from the calculation:
Kohn-Sham gap (spin up / spin down)   11.2 / 7.0 eV

```
! wB97M-V def2-TZVPD RIJCOSX def2/J DEFGRID3
* xyz 0 2
C -2.276 1.722 -0.015
H 1.333 -0.663 2.149
C 1.801 -1.198 1.214
H -0.563 0.410 -0.033
C -0.729 1.506 -2.140
H 2.819 -1.006 1.013
C -0.729 1.303 -0.558
O -2.490 2.930 -0.210
H 1.172 -0.726 0.504
H -0.091 2.068 -0.344
H 2.175 -3.326 1.386
H 0.201 1.356 -2.620
H 0.825 -3.091 0.445
H -1.275 0.765 -2.706
H -1.297 2.546 -2.291
H 0.732 -2.841 2.269
O -2.985 0.902 0.635
C 1.376 -2.658 1.303
*
```

=====

*2*
The following is a DFT calculation (wB97M-V/def2-TZVPD) of a cluster of 2 separate species, C5H11O2 in total.

Values from the calculation:
Kohn-Sham gap (spin up / spin down)   11.3 / 6.9 eV

```
! wB97M-V def2-TZVPD RIJCOSX def2/J DEFGRID3
* xyz 0 2
C -0.713 0.200 -1.670
C -0.950 1.141 -0.450
H -1.198 0.868 -2.434
H 2.019 -2.796 0.909
O -2.731 2.444 -1.454
H 0.002 1.381 0.148
H 0.266 0.237 -1.993
H -1.265 -0.759 -1.621
H -0.051 -1.868 1.860
H 1.391 -1.640 -0.234
C -1.542 2.496 -0.898
H 0.415 -0.349 1.727
C 1.823 -1.730 0.844
C 0.899 -1.295 1.915
O -0.877 3.523 -0.543
H 1.291 -1.177 2.923
H 2.869 -1.407 0.768
H -1.648 0.731 0.203
*
```

=====

*3*
The following is a DFT calculation (wB97M-V/def2-TZVPD) of a cluster of 2 separate species, C5H11O2 in total.

Values from the calculation:
Kohn-Sham gap (spin up / spin down)   11.4 / 7.3 eV

```
! wB97M-V def2-TZVPD RIJCOSX def2/J DEFGRID3
* xyz 0 2
H 2.612 -1.033 0.534
H 0.942 -0.887 -0.126
H -2.984 -2.334 -0.430
H -2.534 0.364 -0.954
O 1.187 3.107 -0.379
O 1.859 2.215 1.590
H -2.562 -1.756 1.138
H 2.172 0.995 -1.325
C -2.840 -1.409 0.138
C -1.910 -0.489 -0.711
H -1.048 -0.292 -0.083
H 3.377 0.937 0.035
C 2.336 0.856 -0.265
C 1.748 -0.375 0.389
C 1.711 2.300 0.353
H 1.368 -0.179 1.388
H -1.601 -1.022 -1.605
H -3.833 -0.998 0.312
*
```

=====

Which of them is the most stable? Correct choice: *3*.

=====

*1*
The following is a DFT calculation (wB97M-V/def2-TZVPD) of a cluster of 4 separate species, C3H11NO3 in total.

Values from the calculation:
Kohn-Sham gap   3.5 eV

```
! wB97M-V def2-TZVPD RIJCOSX def2/J DEFGRID3
* xyz 0 1
H 0.408 1.296 -1.963
H -3.423 -0.039 -0.524
H -0.309 -1.522 -0.812
H -2.041 2.422 -0.046
H 0.367 -2.276 0.625
H 3.592 -0.571 0.036
C -0.324 -1.462 0.327
H -1.253 -1.486 0.864
C 1.697 0.145 0.384
O -1.690 1.840 0.709
H 2.324 -1.948 0.133
H 0.664 1.901 -1.612
N 0.309 -0.164 0.658
O 1.980 1.325 0.571
H -0.323 0.696 0.738
C 2.540 -0.897 -0.002
O -2.491 -0.226 -0.494
H -2.026 0.968 0.407
*
```

=====

*2*
The following is a DFT calculation (wB97M-V/def2-TZVPD) of a cluster of 4 separate species, C3H11NO3 in total.

Values from the calculation:
Kohn-Sham gap   10.0 eV
SMILES   C=CN=C.O.O.O

```
! wB97M-V def2-TZVPD RIJCOSX def2/J DEFGRID3
* xyz 0 1
H -1.076 2.787 -0.246
N -0.482 0.043 -0.722
C -1.083 0.062 0.393
H 0.456 3.304 -1.113
C 0.083 1.257 -1.168
O -1.947 -2.687 -1.665
H -1.460 -0.868 0.813
H 0.097 -1.033 2.712
H -1.052 0.906 1.085
O 2.576 -0.508 -0.176
H -1.882 -1.731 -1.565
H 2.856 -1.423 -0.318
H 1.017 1.179 -1.721
C -0.195 2.505 -0.805
H 1.280 -0.128 3.113
O 0.318 -0.155 3.062
H 1.649 -0.514 -0.462
H -1.154 -2.995 -1.217
*
```

=====

Which of them is the most stable? Correct choice: *2*.